[1]
# C20H29AsNS4Se4Ta

A structure of composition C20H29AsNS4Se4Ta at a distorted geometry (the ωB97M-V functional and the def2-TZVPD basis, OMol25).

Output
Charge   +2
Highest occupied orbital energy   -12.56 eV
Relative energy (zero: lowest compared OMol25 entry of this formula, charge and spin)   158.4 kJ/mol

Structure (XYZ):
```
60
Properties=species:S:1:pos:R:3:forces:R:3:nbo_charge:R:1
Ta 0.254 0.547 -0.276 -2.24 -0.59 -0.04 0.416
C -0.775 -1.315 -3.800 -0.87 1.46 -1.01 -0.504
C 0.301 -2.170 -3.211 0.67 0.74 0.73 -0.565
S 0.500 -2.027 -1.406 0.12 -0.30 0.48 0.408
C -0.803 -3.077 -0.651 0.37 -0.67 -0.69 -0.549
C -2.163 -2.463 -0.671 -1.13 0.72 -0.70 -0.538
S -2.101 -0.689 -0.297 -1.34 0.37 2.08 0.394
C -3.414 0.111 -1.279 0.74 -0.34 0.37 -0.525
C -3.018 0.195 -2.723 0.78 0.03 -0.60 -0.523
S -1.171 0.202 -2.772 0.08 0.23 -2.17 0.307
H -1.723 -1.782 -4.076 0.09 -0.25 0.64 0.247
H -0.476 -0.857 -4.760 0.29 -0.40 0.44 0.265
H 1.273 -1.801 -3.592 -0.39 -0.53 0.25 0.263
H 0.211 -3.232 -3.344 -0.12 -0.44 -0.64 0.262
H -0.476 -3.266 0.367 0.25 0.01 0.00 0.265
H -0.848 -4.039 -1.207 0.27 0.50 0.45 0.264
H -2.827 -2.780 0.128 0.16 -0.71 -0.03 0.271
H -2.678 -2.655 -1.626 0.18 0.28 0.20 0.236
H -3.445 1.133 -0.936 -0.30 0.07 0.78 0.254
H -4.324 -0.439 -1.058 -0.21 0.22 -0.11 0.268
H -3.284 1.149 -3.176 -0.27 -0.08 0.10 0.257
H -3.460 -0.593 -3.330 0.40 -0.13 -0.13 0.250
C -2.223 4.265 -1.217 0.44 -0.47 0.19 -0.250
C -2.644 4.673 0.052 -0.91 0.39 -0.12 -0.104
C -2.337 3.931 1.152 0.60 -0.90 -0.39 -0.222
C -1.696 2.693 0.981 0.99 0.13 -0.81 0.254
N -1.187 2.331 -0.250 -0.25 -0.40 1.54 -0.589
C -1.403 3.152 -1.285 -1.50 0.54 -1.46 0.020
C -1.418 1.815 2.077 -0.27 -0.27 2.69 -0.132
C -1.789 2.247 3.417 1.06 -2.23 -1.45 -0.153
C -1.340 1.560 4.526 0.25 0.16 -0.94 -0.221
C -0.693 0.336 4.357 0.03 -0.18 0.22 -0.151
C -0.606 -0.216 3.091 0.38 0.11 -0.48 -0.281
C -0.747 0.582 1.932 -0.34 0.25 -0.62 -0.242
H -2.498 4.768 -2.134 0.12 0.19 0.16 0.251
H -3.305 5.518 0.215 0.33 0.22 -0.35 0.249
H -2.537 4.256 2.149 -0.39 0.22 0.15 0.245
H -1.020 2.874 -2.283 -0.47 0.03 0.85 0.232
H -2.493 3.001 3.542 -0.75 1.50 0.31 0.206
H -1.501 1.975 5.491 -0.15 0.13 0.67 0.236
H -0.236 -0.175 5.218 -0.66 0.03 -0.41 0.235
H -0.322 -1.263 3.007 0.21 0.28 0.07 0.213
Se 1.871 1.473 1.473 0.65 2.12 -0.37 -0.026
Se 1.882 3.733 0.511 -0.02 -1.16 -0.89 0.035
Se 1.321 2.677 -1.699 1.39 -0.74 1.14 0.226
Se 2.199 0.508 -1.866 1.40 0.69 -0.39 -0.103
C 5.035 -0.298 0.985 0.26 0.21 -1.35 -0.936
As 3.630 -1.632 0.786 -0.64 -0.68 0.32 1.424
C 3.963 -2.977 2.156 -1.08 -1.08 0.72 -0.979
C 4.160 -2.589 -0.859 0.82 0.12 1.30 -0.918
S 1.367 -1.107 1.247 2.15 -1.16 0.03 -0.324
H 5.866 -0.789 1.490 -0.09 -0.07 0.13 0.262
H 4.770 0.637 1.468 -0.25 -0.21 0.11 0.283
H 5.364 -0.071 -0.066 -0.35 -0.12 0.96 0.261
H 3.875 -2.510 3.160 -0.18 -0.35 -0.64 0.268
H 4.964 -3.381 2.086 0.47 0.30 -0.30 0.262
H 3.310 -3.928 2.086 0.58 1.87 0.00 0.273
H 5.194 -3.002 -0.626 -1.34 0.43 -0.27 0.270
H 4.235 -1.852 -1.640 -0.09 0.00 -0.47 0.248
H 3.434 -3.373 -1.034 0.07 -0.08 -0.25 0.254
```
Forces are in eV/Å.

[2]
# C20H29BrN5OSY

A structure of composition C20H29BrN5OSY (the ωB97M-V functional and the def2-TZVPD basis, OMol25).

Output
Charge   +2
Highest occupied orbital energy   -13.87 eV
Relative energy (zero: lowest compared OMol25 entry of this formula, charge and spin)   34.2 kJ/mol

Structure (XYZ):
```
58
Properties=species:S:1:pos:R:3:forces:R:3:nbo_charge:R:1
Y -0.089 1.286 -0.092 0.23 0.31 0.50 1.889
O 6.045 3.997 -0.273 0.04 0.05 0.00 -0.601
C 4.911 3.319 -0.239 -0.13 -0.11 0.01 0.416
C 4.820 1.926 -0.155 0.06 0.05 0.00 -0.316
C 3.579 1.339 -0.126 -0.02 -0.07 0.01 0.087
N 2.421 2.027 -0.177 -0.02 0.00 -0.10 -0.634
C 2.555 3.351 -0.252 -0.01 -0.07 -0.02 0.174
Br 0.894 4.279 -0.302 -0.02 -0.08 -0.03 0.167
C 3.722 4.058 -0.285 0.06 0.09 0.00 -0.319
H 6.824 3.425 -0.239 -0.01 -0.01 0.00 0.509
H 5.708 1.310 -0.108 0.00 0.00 0.00 0.248
H 3.482 0.265 -0.040 -0.02 0.05 0.00 0.232
H 3.746 5.136 -0.347 0.00 0.00 0.00 0.272
C -2.464 2.987 -1.561 0.02 -0.05 0.01 -0.445
N -2.186 2.737 -0.127 0.07 -0.06 0.00 -0.538
C -2.290 4.024 0.590 0.00 0.00 0.01 -0.415
C -3.238 1.843 0.424 -0.03 -0.17 -0.10 -0.251
C -3.139 0.434 -0.114 0.04 -0.02 0.04 -0.056
C -4.311 -0.307 -0.223 -0.03 -0.01 0.01 -0.206
C -4.276 -1.606 -0.706 0.02 0.02 0.00 -0.174
C -3.064 -2.155 -1.101 0.00 -0.02 0.00 -0.211
C -1.903 -1.404 -0.987 0.04 -0.02 -0.01 -0.208
C -1.887 -0.095 -0.481 -0.17 -0.12 -0.26 -0.653
H -3.416 3.514 -1.679 0.00 0.00 0.00 0.224
H -2.528 2.042 -2.100 0.01 0.00 0.00 0.239
H -1.679 3.608 -1.994 0.01 0.01 0.01 0.212
H -3.330 4.362 0.608 0.00 0.00 0.00 0.217
H -1.710 4.795 0.088 0.01 -0.01 0.00 0.206
H -1.941 3.920 1.618 0.00 0.00 -0.01 0.211
H -4.224 2.258 0.186 0.02 0.08 0.07 0.212
H -3.138 1.856 1.513 0.00 -0.01 -0.01 0.215
H -5.261 0.134 0.057 0.00 -0.01 0.01 0.222
H -5.190 -2.177 -0.793 0.00 0.00 0.00 0.233
H -3.032 -3.158 -1.509 -0.01 0.00 0.00 0.220
H -0.977 -1.857 -1.327 0.01 0.01 0.00 0.181
N -0.287 1.776 3.607 -0.01 0.02 0.00 -0.554
C -0.229 1.665 2.466 -0.01 0.03 -0.05 0.224
H -0.337 1.875 4.607 0.01 -0.02 0.01 0.486
C 0.850 -4.833 1.174 -0.04 -0.04 -0.07 -0.414
N 0.454 -3.421 1.156 -0.01 0.03 0.01 -0.400
C -0.299 -3.002 2.336 0.00 0.02 0.02 -0.410
C 0.981 -2.533 0.313 -0.18 -0.01 0.09 0.444
S 1.293 -0.922 0.887 0.03 0.17 -0.13 -0.377
N 1.314 -2.919 -0.924 0.03 0.01 0.02 -0.407
C 2.206 -2.151 -1.779 0.03 0.04 -0.06 -0.406
C 0.619 -4.005 -1.620 0.03 -0.05 0.02 -0.421
H 1.153 -5.078 2.191 -0.01 0.01 0.00 0.230
H 1.697 -5.001 0.518 0.01 0.02 -0.02 0.221
H 0.026 -5.488 0.891 0.00 0.00 -0.02 0.221
H -1.005 -3.793 2.580 0.00 -0.01 -0.01 0.227
H -0.851 -2.092 2.124 -0.01 0.00 -0.01 0.229
H 0.364 -2.842 3.188 0.01 0.00 -0.01 0.215
H 2.835 -1.497 -1.186 -0.02 -0.05 -0.01 0.222
H 1.635 -1.561 -2.503 0.00 0.02 0.03 0.203
H 2.840 -2.842 -2.334 -0.02 -0.02 0.00 0.231
H -0.300 -4.259 -1.101 -0.01 0.00 0.04 0.227
H 1.243 -4.893 -1.718 0.00 0.00 0.01 0.225
H 0.365 -3.653 -2.621 0.01 0.01 0.01 0.225
```
Forces are in eV/Å.

[3]
# C20H29FN2O

A structure of composition C20H29FN2O at a distorted geometry (the ωB97M-V functional and the def2-TZVPD basis, OMol25).

Output
Charge   0
Highest occupied orbital energy   -8.76 eV
Relative energy (zero: lowest compared OMol25 entry of this formula, charge and spin)   1605.0 kJ/mol

Structure (XYZ):
```
53
Properties=species:S:1:pos:R:3:forces:R:3:nbo_charge:R:1
C 1.035 -2.458 5.638 -0.32 7.67 -5.26 -0.420
C 1.169 -1.563 4.533 2.01 -9.77 1.68 -0.060
C 1.721 -2.057 3.117 0.48 -3.70 7.10 -0.543
C 0.746 -1.752 2.161 -1.08 1.46 0.40 0.639
O -0.150 -0.972 2.496 -0.37 -0.33 -1.73 -0.636
N 1.002 -2.337 1.023 -2.53 -0.74 -4.79 -0.424
C 1.984 -3.317 0.766 8.16 7.29 -2.45 -0.191
H 3.101 -2.975 1.250 -3.04 -1.04 -0.24 0.193
C 1.813 -4.687 0.769 -6.42 0.31 -1.27 -0.638
H 2.516 -5.282 0.547 6.04 -3.66 -1.71 0.226
H 1.433 -5.022 1.633 -1.41 -1.23 3.69 0.213
H 1.032 -4.980 0.061 -0.29 0.08 -0.24 0.196
H 2.479 -2.895 -0.266 -1.55 -1.51 1.51 0.204
C 0.080 -2.033 -0.229 1.59 3.00 5.30 -0.211
H -0.796 -1.991 0.300 -3.01 -0.71 0.81 0.216
H 0.112 -2.849 -0.868 0.41 -0.83 -1.71 0.211
C 0.207 -0.523 -0.594 2.44 -2.73 -4.47 -0.221
C 1.604 -0.476 -1.323 -1.54 6.01 0.29 -0.399
C 1.811 1.033 -2.139 -1.34 -1.67 5.94 -0.373
C 0.535 1.098 -2.989 5.63 -2.26 2.16 -0.254
N -0.545 1.069 -2.226 -8.61 -3.58 1.10 -0.398
C -1.845 1.324 -3.047 4.86 5.93 -0.39 -0.228
H -2.700 0.968 -2.726 -3.75 -2.57 2.78 0.195
C -2.071 2.898 -2.882 4.87 2.07 -4.06 -0.391
C -1.879 3.439 -1.560 -12.13 -1.26 0.80 -0.010
C -1.039 3.656 -0.671 5.90 1.34 6.20 -0.245
C -1.237 3.925 0.894 11.52 -0.73 -9.01 0.423
C -2.390 3.876 1.161 -10.71 0.87 11.28 -0.297
C -3.621 3.594 0.582 8.30 -1.43 -10.84 -0.213
C -3.481 3.452 -0.820 3.65 0.04 2.09 -0.152
H -4.203 3.276 -1.557 -1.45 -0.12 -0.63 0.178
H -4.419 3.780 0.987 -8.49 1.38 4.59 0.187
H -2.557 4.088 2.327 0.37 -0.40 -1.94 0.198
F -0.098 4.090 1.627 -1.46 0.05 -0.45 -0.316
H -0.030 3.556 -0.953 1.60 0.08 -0.23 0.206
H -2.835 3.291 -3.638 0.67 -0.28 1.81 0.243
H -0.942 3.666 -3.281 -2.75 -2.70 -0.14 0.163
H -1.924 1.138 -4.108 1.15 -0.39 -0.62 0.194
C -0.792 -0.323 -1.766 -0.43 1.87 4.20 -0.252
H -1.770 -0.539 -1.300 -0.22 1.43 0.24 0.200
H -0.959 -1.024 -2.517 1.39 -1.60 -1.97 0.186
H 0.543 1.952 -3.379 0.19 7.22 -4.00 0.198
H 0.688 0.406 -3.718 -0.15 -2.58 -2.48 0.155
H 1.690 1.712 -1.052 0.59 -1.10 -3.63 0.187
H 2.843 1.010 -2.530 -0.84 0.44 -0.24 0.218
H 2.399 -0.420 -0.671 1.85 -0.77 1.52 0.199
H 1.687 -1.093 -2.117 0.23 -2.86 -2.04 0.183
H 0.098 0.274 0.165 -0.18 -1.03 -0.12 0.265
H 2.034 -3.197 3.212 -1.51 1.74 -0.08 0.216
H 2.710 -1.795 3.046 2.25 1.91 -0.89 0.245
H 0.967 -0.628 4.571 -1.59 6.13 0.45 0.171
H 0.803 -2.056 6.552 -0.79 0.59 2.11 0.191
H 1.443 -3.326 5.508 1.80 -5.36 -0.41 0.169
```
Forces are in eV/Å.

[4]
# C20H30B2BrClF4N6O6Sn

A structure of composition C20H30B2BrClF4N6O6Sn (the ωB97M-V functional and the def2-TZVPD basis, OMol25).

Output
Charge   0
Highest occupied orbital energy   -9.21 eV
Relative energy (zero: lowest compared OMol25 entry of this formula, charge and spin)   86.3 kJ/mol

Structure (XYZ):
```
71
Properties=species:S:1:pos:R:3:forces:R:3:mulliken_charge:R:1
Sn 0.152 0.345 -0.131 0.40 0.12 -0.07 1.029
C -2.191 -3.259 2.763 0.01 0.00 0.00 -2.064
C -1.686 -2.023 2.089 -0.02 0.02 0.03 0.605
N -1.657 -1.859 0.827 -0.07 0.02 -0.03 0.544
O -2.020 -2.933 0.078 0.02 0.04 0.10 -0.579
B -2.083 -2.594 -1.353 -0.04 0.11 -0.11 0.595
F -3.083 -1.609 -1.572 0.09 0.06 0.03 -0.411
F -2.343 -3.729 -2.066 -0.01 -0.06 0.01 -0.326
O -0.775 -2.003 -1.883 -0.05 0.10 0.08 -0.692
N 0.142 -1.651 -0.941 -0.12 -0.03 0.05 0.899
C 1.020 -2.499 -0.568 0.00 0.02 -0.07 0.698
C 1.147 -3.853 -1.162 0.01 -0.01 0.03 -2.021
C 1.844 -2.124 0.613 0.00 -0.03 -0.06 0.414
N 1.571 -0.989 1.126 0.04 -0.04 0.02 1.718
O 2.099 -0.724 2.331 0.04 -0.02 -0.06 -0.746
B 1.797 0.626 2.931 -0.02 0.02 0.07 0.710
F 2.411 1.621 2.198 0.04 -0.04 0.01 -0.311
F 2.254 0.554 4.226 -0.03 0.01 -0.02 -0.356
O 0.297 0.876 2.979 0.10 -0.06 0.07 -0.593
N -0.462 0.017 2.230 -0.05 -0.08 -0.04 0.426
C -1.023 -0.938 2.877 -0.01 -0.04 -0.01 0.450
C -0.913 -1.093 4.358 0.02 0.02 0.00 -2.096
C 2.815 -3.093 1.189 0.02 0.03 0.00 -2.164
H -2.867 -3.786 2.096 0.00 0.00 0.00 0.440
H -2.702 -3.014 3.692 0.00 -0.01 0.00 0.469
H -1.364 -3.932 3.004 0.00 0.00 0.01 0.342
H 0.345 -4.043 -1.867 0.01 0.00 -0.01 0.403
H 1.138 -4.610 -0.378 -0.03 -0.02 0.01 0.340
H 2.113 -3.899 -1.668 -0.02 0.01 0.01 0.426
H -0.169 -0.413 4.759 -0.01 0.00 0.00 0.389
H -0.647 -2.119 4.611 0.01 0.00 0.00 0.445
H -1.880 -0.883 4.823 0.00 -0.02 0.00 0.404
H 3.457 -3.465 0.391 0.00 -0.03 0.00 0.435
H 2.297 -3.940 1.643 0.01 0.00 0.00 0.296
H 3.416 -2.603 1.948 0.01 0.00 0.01 0.517
N -2.085 0.726 -0.205 -0.04 -0.13 -0.13 -0.314
C -2.598 1.999 -0.782 0.00 0.00 0.03 -0.473
C -3.300 1.801 -2.120 0.03 -0.02 -0.01 -0.835
C -2.380 1.822 -3.337 0.00 -0.01 0.01 -0.724
C -1.343 0.714 -3.409 0.04 0.04 0.00 -0.685
N -0.219 0.903 -2.454 0.03 -0.01 -0.03 -0.404
H -2.515 -0.071 -0.682 -0.03 -0.05 0.01 0.248
H -2.354 0.638 0.769 -0.01 -0.02 0.00 0.347
H -1.770 2.701 -0.885 0.00 0.02 0.00 0.081
H -3.288 2.440 -0.062 -0.01 -0.02 0.00 0.593
H -4.037 2.598 -2.237 0.02 0.02 0.02 0.394
H -3.862 0.863 -2.103 -0.03 -0.01 0.01 0.327
H -1.877 2.794 -3.402 -0.01 0.01 0.01 0.285
H -3.000 1.741 -4.232 0.01 0.01 -0.01 0.439
H -0.930 0.695 -4.420 -0.02 -0.03 0.00 0.514
H -1.791 -0.258 -3.217 -0.01 -0.02 0.02 0.190
H 0.091 1.874 -2.484 -0.02 0.00 -0.01 0.223
H 0.587 0.378 -2.780 -0.04 -0.06 0.00 0.235
Cl 5.399 -0.446 -3.244 -0.01 -0.01 0.00 -0.192
C 4.137 0.490 -2.427 0.03 0.04 0.06 -0.292
C 3.040 -0.359 -1.785 0.06 0.00 -0.03 0.273
O 3.092 -1.578 -1.781 0.00 -0.01 0.07 -0.653
O 2.112 0.388 -1.290 -0.12 0.10 0.07 -0.312
H 3.690 1.165 -3.154 -0.01 -0.01 0.01 0.226
H 4.606 1.089 -1.649 -0.01 0.00 0.00 0.231
Br 1.091 6.941 1.221 0.01 0.01 0.00 -0.200
C 0.865 5.098 0.853 0.01 0.00 0.01 -0.112
C 1.678 4.483 -0.080 0.02 0.00 -0.02 -0.834
C 1.508 3.130 -0.346 -0.07 0.00 -0.03 -0.766
C 0.528 2.397 0.313 -0.11 -0.01 0.02 1.179
C -0.273 3.038 1.252 -0.07 0.04 -0.04 -0.553
C -0.112 4.386 1.530 0.00 -0.01 -0.01 -0.773
H 2.447 5.048 -0.589 0.00 0.01 0.00 0.464
H 2.161 2.644 -1.055 0.04 -0.02 -0.01 0.501
H -1.022 2.491 1.811 0.00 0.04 -0.05 0.270
H -0.730 4.875 2.270 0.00 0.00 0.00 0.463
```
Forces are in eV/Å.